No. 1
Formula: C42H46N4OReS3
Source: the OMol25 dataset
Level of theory: ωB97M-V/def2-TZVPD

Last column: Löwdin spin population.
Atoms and positions in Å:
Re: 0.935 0.110 1.382  0.2823
C: -0.087 -4.522 -1.599  0.0000
C: 0.586 -3.480 -0.706  -0.0001
C: 1.195 -4.155 0.523  0.0000
C: 1.613 -2.664 -1.467  0.0052
C: 2.540 -3.319 -2.271  0.0007
C: 3.436 -2.613 -3.058  0.0007
C: 3.392 -1.231 -3.073  0.0001
C: 2.490 -0.528 -2.278  0.0040
C: 2.392 0.978 -2.412  0.0009
C: 1.774 1.343 -3.763  0.0002
C: 3.737 1.674 -2.236  0.0003
C: 1.634 -1.264 -1.450  0.0167
N: 0.682 -0.571 -0.632  0.1544
C: -0.547 -0.434 -1.089  0.0688
C: -1.467 0.180 -0.214  0.1134
N: -0.979 0.535 0.978  0.1328
C: -1.916 1.060 1.925  0.0173
C: -2.156 2.429 1.971  0.0033
C: -3.129 2.877 2.859  0.0002
C: -3.820 1.993 3.669  0.0006
C: -3.535 0.639 3.615  0.0006
C: -2.571 0.139 2.745  0.0040
C: -2.372 -1.373 2.735  -0.0002
C: -3.358 -2.040 1.772  0.0010
C: -0.970 -1.951 2.516  0.0081
C: -1.408 3.403 1.086  0.0008
C: -0.908 4.615 1.874  0.0000
C: -2.257 3.860 -0.099  0.0006
C: -2.788 0.217 -0.849  0.0092
C: -4.037 0.666 -0.519  0.0196
C: -5.082 0.519 -1.473  -0.0007
C: -4.883 -0.051 -2.702  0.0229
C: -3.592 -0.526 -3.066  0.0063
C: -3.219 -1.135 -4.294  0.0049
C: -1.928 -1.541 -4.504  -0.0020
C: -0.911 -1.380 -3.523  0.0010
C: -1.249 -0.795 -2.335  0.0078
C: -2.588 -0.376 -2.124  0.0346
H: -0.942 -4.955 -1.079  0.0000
H: 0.590 -5.341 -1.845  0.0000
H: -0.444 -4.085 -2.531  0.0000
H: -0.202 -2.801 -0.369  0.0002
H: 1.999 -4.831 0.223  0.0000
H: 0.445 -4.749 1.047  0.0000
H: 1.600 -3.429 1.222  0.0000
H: 2.545 -4.400 -2.301  0.0002
H: 4.136 -3.140 -3.690  0.0001
H: 4.054 -0.683 -3.732  0.0001
H: 1.715 1.339 -1.637  0.0007
H: 2.434 1.062 -4.586  0.0001
H: 1.602 2.418 -3.824  0.0000
H: 0.820 0.839 -3.911  0.0000
H: 4.455 1.355 -2.994  0.0001
H: 4.165 1.481 -1.255  0.0003
H: 3.618 2.753 -2.324  0.0000
H: -3.341 3.936 2.920  0.0001
H: -4.567 2.361 4.359  0.0000
H: -4.059 -0.049 4.268  0.0002
H: -2.648 -1.679 3.751  0.0000
H: -3.073 -1.859 0.733  0.0007
H: -4.369 -1.660 1.908  0.0001
H: -3.372 -3.118 1.932  0.0001
H: -0.614 -1.799 1.489  0.0031
H: -1.011 -3.032 2.660  0.0013
H: -0.241 -1.561 3.229  0.0011
H: -0.530 2.882 0.692  0.0011
H: -1.728 5.281 2.145  0.0001
H: -0.209 5.191 1.268  -0.0001
H: -0.399 4.321 2.792  0.0001
H: -3.148 4.388 0.246  0.0002
H: -2.582 3.028 -0.720  0.0002
H: -1.684 4.547 -0.724  0.0000
H: -4.240 1.129 0.437  0.0009
H: -6.069 0.875 -1.209  -0.0006
H: -5.708 -0.143 -3.397  0.0016
H: -3.963 -1.280 -5.067  0.0005
H: -1.665 -2.003 -5.446  -0.0002
H: 0.095 -1.714 -3.733  0.0000
S: 2.085 1.985 0.903  -0.0093
C: 2.180 2.913 2.394  0.0216
C: 2.797 4.198 2.291  0.0032
N: 3.308 5.220 2.165  0.0146
C: 1.711 2.409 3.564  -0.0282
S: 0.950 0.843 3.620  0.0740
C: 1.787 3.161 4.780  -0.0042
N: 1.838 3.755 5.762  -0.0197
C: 4.625 0.134 2.698  0.0018
S: 4.020 -1.389 2.005  0.0069
C: 4.837 -1.368 0.422  -0.0003
O: 2.557 -1.168 1.662  0.0061
H: 5.699 0.027 2.836  0.0007
H: 4.134 0.275 3.659  0.0011
H: 4.381 0.960 2.032  -0.0006
H: 5.911 -1.400 0.591  -0.0008
H: 4.546 -0.471 -0.117  0.0006
H: 4.514 -2.248 -0.129  0.0000

Values from the calculation:
⟨S²⟩ = 1.13
Maximum force = 0.6 eV/Å
Energy = -3195.199727 a.u.
2S+1 = 2



No. 2
Formula: C42H47B3BrF6N2O3P
Source: the OMol25 dataset
Level of theory: ωB97M-V/def2-TZVPD

Last column: Löwdin charge in e.
Atoms and positions in Å:
N: -2.236 9.171 -0.157  -0.3390
P: -3.387 8.125 -0.379  0.7412
B: -3.044 6.643 -1.592  -0.6257
O: -2.061 6.746 -2.534  0.2660
B: -1.972 5.667 -3.427  -0.5037
C: -0.593 5.159 -3.952  -0.0537
C: -0.006 4.021 -3.081  -0.1791
C: -1.042 3.008 -2.585  -0.2727
N: -1.472 3.368 -1.233  0.0409
O: -3.177 5.081 -3.797  0.2977
B: -4.205 5.147 -2.873  -0.5599
C: -5.708 4.908 -3.217  -0.0576
C: -6.388 3.999 -2.182  -0.2728
C: -6.105 2.521 -2.470  -0.5712
Br: -5.268 1.610 -0.959  0.6278
O: -3.827 5.513 -1.583  0.2374
H: -1.429 8.933 -0.723  -0.0498
H: -3.867 7.515 0.797  -0.0106
H: -4.603 8.655 -0.877  -0.0134
H: -0.649 4.848 -4.996  0.1123
H: 0.102 6.003 -3.924  0.1108
H: 0.491 4.459 -2.214  0.1146
H: 0.754 3.494 -3.658  0.1054
H: -0.586 2.009 -2.623  0.1025
H: -1.916 2.966 -3.236  0.1100
H: -2.268 2.815 -0.933  0.0472
H: -0.703 3.204 -0.595  0.0566
H: -6.181 5.896 -3.186  0.1255
H: -5.848 4.532 -4.231  0.1157
H: -7.464 4.163 -2.143  0.1115
H: -6.011 4.239 -1.189  0.0821
H: -5.411 2.398 -3.296  0.0609
H: -7.010 1.955 -2.655  0.0230
F: 0.194 2.103 1.324  0.0479
C: -0.130 0.792 1.259  -0.2898
C: -1.070 0.294 2.138  -0.0097
C: -1.392 -1.054 2.062  -0.0740
C: -0.778 -1.876 1.127  -0.0904
C: 0.163 -1.345 0.255  -0.0862
C: 0.492 0.003 0.314  -0.0418
H: -1.531 0.952 2.862  0.1198
H: -2.128 -1.463 2.742  0.1068
H: -1.029 -2.926 1.080  0.1026
H: 0.651 -1.979 -0.474  0.1051
H: 1.222 0.436 -0.358  0.1203
F: 3.993 -1.602 -0.542  0.0293
C: 4.624 -1.073 0.539  -0.2794
C: 5.998 -1.152 0.617  -0.0144
C: 6.617 -0.617 1.740  -0.0717
C: 5.864 -0.029 2.748  -0.0828
C: 4.483 0.041 2.632  -0.0658
C: 3.850 -0.484 1.515  -0.0245
H: 6.561 -1.624 -0.177  0.1158
H: 7.694 -0.670 1.828  0.1063
H: 6.350 0.377 3.623  0.0920
H: 3.897 0.497 3.418  0.1027
H: 2.776 -0.455 1.396  0.0906
F: 5.231 1.260 5.530  0.0391
C: 5.527 0.372 6.508  -0.2851
C: 6.517 0.690 7.415  -0.0170
C: 6.813 -0.231 8.410  -0.0844
C: 6.132 -1.438 8.477  -0.0956
C: 5.145 -1.729 7.545  -0.0770
C: 4.830 -0.819 6.546  -0.0119
H: 7.035 1.636 7.337  0.1174
H: 7.582 0.000 9.136  0.1043
H: 6.370 -2.152 9.254  0.1006
H: 4.615 -2.671 7.589  0.1055
H: 4.066 -1.025 5.809  0.1073
F: 2.892 -3.265 4.567  0.0477
C: 2.429 -4.190 3.697  -0.2772
C: 2.330 -3.855 2.363  -0.0080
C: 1.856 -4.811 1.476  -0.0822
C: 1.486 -6.070 1.930  -0.0947
C: 1.594 -6.375 3.280  -0.0841
C: 2.072 -5.433 4.179  -0.0166
H: 2.621 -2.867 2.034  0.0966
H: 1.779 -4.568 0.423  0.1033
H: 1.117 -6.811 1.234  0.1011
H: 1.305 -7.355 3.638  0.1043
H: 2.170 -5.650 5.234  0.1166
F: 6.267 -6.716 -4.249  0.0523
C: 5.516 -5.627 -3.980  -0.2887
C: 5.591 -5.063 -2.723  -0.0124
C: 4.816 -3.942 -2.454  -0.0814
C: 3.986 -3.413 -3.432  -0.0937
C: 3.930 -4.004 -4.687  -0.0845
C: 4.701 -5.122 -4.973  -0.0197
H: 6.242 -5.498 -1.977  0.1174
H: 4.861 -3.482 -1.479  0.0813
H: 3.386 -2.540 -3.214  0.0973
H: 3.282 -3.595 -5.451  0.1036
H: 4.680 -5.598 -5.944  0.1164
F: -8.738 0.689 -3.133  0.0351
C: -8.748 -0.665 -3.109  -0.2806
C: -9.626 -1.304 -2.260  -0.0143
C: -9.628 -2.692 -2.243  -0.0816
C: -8.763 -3.407 -3.059  -0.0952
C: -7.889 -2.732 -3.900  -0.0816
C: -7.876 -1.345 -3.934  -0.0156
H: -10.286 -0.723 -1.630  0.1184
H: -10.312 -3.214 -1.587  0.1052
H: -8.769 -4.488 -3.039  0.1012
H: -7.210 -3.286 -4.535  0.1051
H: -7.208 -0.796 -4.583  0.1177

Values from the calculation:
Maximum force = 1.3 eV/Å
Energy = -5553.227263 a.u.